No. 1
The following is a quantum chemistry calculation of a molecular structure, C20H25N5O4RbS6, from OMol25.

Geometry as XYZ:
```
61
Properties=species:S:1:pos:R:3:forces:R:3
Rb 0.3577 0.0700 0.1451 0.323 -0.094 -0.291
O 4.1714 -1.4290 1.2662 -1.496 -1.395 0.142
C 3.0192 -2.1473 1.0827 0.845 0.578 -1.908
O 2.5824 -2.4596 -0.0289 0.514 0.140 3.291
C 2.3601 -2.3110 2.4585 0.341 0.446 0.712
C 3.0944 -2.4728 3.6747 -0.659 0.833 -1.793
C 2.3205 -2.3540 4.8228 0.528 -0.498 0.842
C 0.9671 -2.0539 4.8186 -1.272 1.144 -1.395
C 0.3304 -1.8695 3.5221 1.970 -1.256 2.370
N 1.0528 -2.0437 2.4497 0.332 -0.169 -1.476
C -1.1182 -1.6212 3.2833 -0.518 0.657 0.509
O -1.9477 -2.1640 4.2275 0.361 -0.265 -0.263
O -1.5344 -0.9275 2.3923 0.189 -0.865 0.757
H 4.4194 -1.1082 0.3755 0.019 0.532 -0.726
H 4.2088 -2.4534 3.6479 -1.153 -0.490 0.174
H 2.8020 -2.5328 5.7868 -0.081 0.392 -0.182
H 0.4703 -1.7088 5.7452 0.209 -0.711 -0.542
H -1.4812 -2.8415 4.7641 -0.197 0.674 -0.505
C -1.9731 3.2898 1.4215 -1.769 1.408 2.560
C -0.9466 3.7249 0.4135 0.068 1.313 -1.910
N -0.5218 2.7879 -0.6310 -0.089 0.165 0.028
C -1.1762 2.9067 -1.9687 0.516 0.104 1.460
C -2.7288 2.6468 -1.9324 1.113 0.943 -1.699
S -3.2786 1.1117 -1.1928 0.121 -0.705 -0.808
C -4.2805 1.5597 0.2221 1.512 -0.050 1.759
C -3.4390 1.2716 1.5651 -0.345 -0.651 -1.018
N -2.1008 1.8697 1.7398 -0.824 0.155 -1.101
H -2.9792 3.8025 1.2157 1.017 -1.152 -0.005
H -1.6890 3.8535 2.3940 -0.326 -0.778 -1.300
H -0.0648 3.9781 0.9928 0.363 0.119 -0.281
H -1.3334 4.6994 -0.1004 0.625 -1.186 0.986
H 0.4909 2.9570 -0.7033 -0.354 -0.328 -0.378
H -0.6539 2.1684 -2.5998 -0.404 0.291 0.010
H -0.9384 3.9329 -2.3516 -0.644 -0.645 -0.160
H -3.0205 2.6785 -3.0417 0.019 -0.057 1.621
H -3.2252 3.4669 -1.4107 -0.018 0.030 -0.126
H -5.0828 0.7766 0.2918 0.285 1.284 -0.245
H -4.5869 2.6319 0.1726 -0.254 -1.048 -0.103
H -3.3246 0.1622 1.5275 0.029 0.893 0.393
H -4.1390 1.5241 2.3620 -0.063 0.057 0.435
H -1.6821 1.6122 2.6273 -0.314 0.088 -0.297
S 5.1684 4.6784 -4.4527 0.461 0.907 -0.543
C 4.8287 3.6854 -3.1922 -0.298 -0.943 0.733
S 4.4402 2.0226 -3.4985 0.227 0.617 0.354
C 3.9598 1.5304 -1.8995 0.502 3.059 2.029
C 4.0020 2.6051 -0.9320 0.262 -2.471 -3.497
S 3.2898 2.7350 0.5596 -1.171 -0.321 2.353
S 4.7305 4.0800 -1.4893 -0.003 -0.004 -1.544
S 3.4510 -0.0752 -1.6971 -0.438 -0.974 0.414
C -0.1266 -5.2945 -4.0278 -0.213 -0.388 0.086
N -0.4457 -4.0288 -3.3747 -0.781 0.524 0.548
C -1.6186 -3.2600 -3.5172 1.428 0.300 0.989
C -1.4588 -2.2411 -2.6013 -1.612 -0.123 -1.314
N -0.3160 -2.3511 -1.9027 0.205 0.355 0.568
C 0.2557 -3.4186 -2.3580 2.381 -1.758 0.307
H -1.0682 -5.7367 -4.4356 0.849 0.596 -0.069
H 0.1861 -6.0296 -3.2655 0.177 0.414 -0.301
H 0.6796 -5.1751 -4.7953 -0.864 -0.152 0.550
H -2.4410 -3.4525 -4.1759 0.120 -0.289 -0.308
H -2.1614 -1.4303 -2.4753 0.085 0.039 0.210
H 1.2439 -3.8281 -1.9161 -1.833 0.711 -1.102
```
Forces are in eV/Å.

The net charge is -1. The value obtained for the LUMO energy is 0.0382 Ha. The frontier orbital gap comes out at 0.1080 Eh.

***

No. 2
The following is a quantum chemistry calculation of a molecular structure, C31H32AsN3O2PtS4Si, from OMol25.

Geometry as XYZ:
```
75
Properties=species:S:1:pos:R:3:forces:R:3
Pt -9.7185 3.5064 16.3102 -0.241 0.560 0.013
C -10.1787 4.4162 12.6342 -1.159 -0.627 -2.054
C -10.2004 5.8229 13.0235 -1.137 1.844 1.006
C -9.7727 6.8824 12.2037 0.218 -2.561 0.003
C -9.7484 8.1457 12.6160 0.037 2.971 1.580
C -10.3360 8.4691 13.8390 0.230 1.526 0.023
C -10.8889 7.5042 14.6539 -0.561 0.956 1.721
C -11.5293 7.8538 16.0412 0.991 -0.124 -0.426
C -10.8403 6.1660 14.2523 0.806 -0.929 -0.370
N -11.2575 5.1344 15.1311 0.853 0.584 -0.551
C -12.5039 5.1169 15.5164 -1.027 -0.301 -0.006
O -13.4891 5.7671 15.0702 0.625 -0.797 0.712
C -12.6933 4.2012 16.7612 0.598 0.865 0.120
C -13.8573 4.2076 17.4880 -0.943 -0.072 0.458
C -13.9106 3.6844 18.7837 2.026 -0.166 -2.466
C -12.7723 3.0744 19.2642 -0.559 -0.532 1.915
C -11.6278 3.0651 18.5278 -0.290 0.575 -2.448
N -11.6129 3.6576 17.3086 0.725 -0.861 0.614
C -10.3822 2.4635 19.0880 0.307 1.050 -0.763
O -10.5004 2.1659 20.2568 0.464 -1.156 2.596
N -9.3027 2.4768 18.3369 -0.741 0.329 -1.336
C -8.0310 2.3415 18.8590 0.058 0.017 0.967
C -7.4915 3.3628 19.6858 0.311 0.376 -1.307
C -8.2312 4.5866 20.1397 -1.765 -0.757 -1.703
C -6.1717 3.2622 20.0339 0.402 -0.531 1.003
C -5.4242 2.1264 19.7710 0.648 -0.044 0.037
C -5.9978 1.0554 19.0896 0.719 0.645 0.645
C -7.2959 1.1791 18.6257 -0.256 -1.113 0.193
C -7.8642 -0.0960 17.9866 0.419 0.503 0.462
H -10.2685 4.3454 11.5199 0.438 -0.026 0.664
H -11.0871 3.9333 12.9934 0.216 -0.208 0.252
H -9.3238 3.8584 12.9595 0.547 -0.304 0.321
H -9.3786 6.7120 11.2413 0.610 -0.764 -1.015
H -9.1309 8.9354 12.1595 -0.753 -0.501 -0.384
H -10.3311 9.5596 14.1101 -0.065 -1.193 0.138
H -11.3703 8.8896 16.4644 -0.100 -0.965 -0.952
H -11.1736 7.1434 16.8053 0.194 0.221 -0.269
H -12.5658 7.5885 15.9481 -0.758 0.402 0.051
H -14.7078 4.6308 16.9930 -0.403 0.341 0.008
H -14.7856 3.6685 19.3144 -2.077 0.101 1.290
H -12.7180 2.5859 20.2566 -0.115 0.455 -0.738
H -8.7410 5.1823 19.3215 0.278 -1.023 0.731
H -7.6527 5.2822 20.6574 1.470 0.939 0.815
H -8.9386 4.1898 20.8478 -0.961 0.267 0.203
H -5.7533 3.9710 20.7444 0.059 0.295 -0.365
H -4.4001 2.1743 20.1620 -0.284 -0.621 -0.305
H -5.4755 0.0984 18.9911 -0.062 0.383 -0.148
H -7.7833 -0.9680 18.7157 -0.322 1.090 -0.987
H -7.2040 -0.2666 17.1349 -0.169 -0.513 -0.105
H -8.8732 0.0712 17.6021 0.038 -0.288 0.301
S -7.8831 0.5649 12.6962 -0.328 0.223 0.623
As -8.9436 0.5514 14.6384 0.341 -0.614 -0.937
S -10.7217 1.6796 14.9726 -0.001 0.170 0.150
S -7.4555 3.8265 15.7146 0.137 0.143 -0.270
S -9.4215 -1.4841 14.1091 0.102 0.111 0.161
C -8.1944 6.9389 16.8256 -0.465 -0.869 0.425
Si -6.9843 5.8938 15.8243 0.600 -0.802 -0.602
C -5.3748 5.8828 16.8093 0.936 0.458 0.295
C -6.6048 6.6301 14.0204 -1.159 -1.739 2.917
C -6.7741 7.9491 13.7597 -0.895 3.301 1.247
C -6.5300 8.4717 12.5016 0.312 0.939 -1.037
C -6.1607 7.6121 11.4551 -0.695 -0.602 2.263
C -6.1367 6.2190 11.7449 0.897 1.082 -1.013
C -6.3191 5.7194 13.0192 -0.394 -0.463 -0.545
H -8.5831 7.6791 16.1295 -0.039 0.628 0.497
H -7.8092 7.2643 17.8171 0.094 0.430 -0.942
H -9.0711 6.3250 17.1294 0.446 0.088 -0.542
H -4.9923 6.9462 16.9179 -0.072 -1.191 -0.085
H -4.5549 5.1331 16.6086 -0.813 1.019 -0.464
H -5.7074 5.5437 17.7884 -0.180 0.188 0.410
H -7.2017 8.7371 14.5501 1.144 -2.049 -1.484
H -6.6460 9.5846 12.3481 0.158 -1.353 -0.006
H -5.9651 8.0235 10.4969 0.171 0.001 -0.834
H -5.8404 5.5813 10.9296 -0.184 -0.434 -0.177
H -6.3923 4.6242 13.2262 0.345 1.018 -0.191
```
Forces are in eV/Å.

Its expectation value of S² is 6.02. Its spin multiplicity is 5. The net charge is -2. The value obtained for the LUMO energy (alpha / beta) is 0.1643 / 0.1051 Ha. The frontier orbital gap (alpha / beta) comes out at 0.2205 / 0.1963 Eh.

***

No. 3
The following is a quantum chemistry calculation of a single C4H8O2 molecule, from OMol25.

Geometry as XYZ:
```
14
Properties=species:S:1:pos:R:3:forces:R:3
O -2.2102 0.7199 0.9661 -0.015 -0.041 -0.159
C -1.4689 -0.1255 1.4108 -0.164 0.122 -0.159
C -0.1837 -0.4926 0.7256 0.345 0.724 -0.732
C 0.1968 0.5095 -0.4371 0.772 -1.744 0.477
C 1.5470 -0.1108 -0.9489 -0.757 3.293 0.070
O -0.6850 0.5406 -1.5593 -0.322 -0.441 1.439
H -1.7546 -0.5955 2.3644 0.246 -0.280 0.089
H -0.1921 -1.4409 0.1920 -0.507 -0.541 0.590
H 0.6562 -0.5204 1.4678 -0.693 -0.023 -0.556
H 0.1917 1.4652 0.0892 0.692 0.455 -0.605
H 2.2812 0.2347 -0.1973 0.100 -0.945 -0.392
H 1.7967 0.4360 -1.8973 -0.102 -0.954 0.650
H 1.3735 -1.1778 -1.0602 0.577 0.087 -0.134
H -1.5486 0.5577 -1.1159 -0.171 0.287 -0.578
```
Forces are in eV/Å.

The net charge is 0. The value obtained for the LUMO energy is 0.0329 Ha. The frontier orbital gap comes out at 0.4066 Eh.

***

No. 4
The following is a quantum chemistry calculation of 2 unconnected molecules or ions with the total composition C5H16NO, from OMol25.

Geometry as XYZ:
```
23
Properties=species:S:1:pos:R:3:forces:R:3
C -1.6809 -0.0587 0.4038 -1.618 1.586 -1.045
C -0.5045 0.7825 -0.0559 -0.926 2.619 0.437
C 0.3781 0.4096 -1.2527 -0.785 -1.521 1.334
C -0.4762 0.1866 -2.4618 -1.590 1.191 0.443
C 1.1368 -0.8294 -0.8343 1.380 -2.577 -1.765
N 0.3007 0.9768 1.2016 1.622 -0.859 0.036
H -2.5782 0.1751 -0.3585 1.671 -0.638 2.097
H -1.5360 -1.1310 0.4754 0.166 -0.038 0.155
H -1.7553 0.4524 1.4252 -1.424 -1.386 -1.222
H -0.9937 1.8269 -0.1737 0.978 -1.411 -0.383
H 1.0845 1.1544 -1.4277 1.148 1.651 -0.096
H -0.0377 0.3045 -3.4329 0.671 0.039 -0.290
H -0.8268 -0.8162 -2.3547 -0.821 -0.662 -0.371
H -1.3305 0.9257 -2.4080 0.605 -0.923 -0.293
H 1.9016 -1.1516 -1.6370 -0.976 0.774 0.932
H 1.7700 -0.6312 0.0570 -0.640 -0.618 -0.347
H 0.4831 -1.8019 -0.8230 0.959 1.913 0.727
H 0.5011 0.0044 1.6632 -0.196 1.636 -0.762
H 1.2387 1.4723 0.9585 -0.916 -0.465 0.807
H -0.2118 1.4873 1.9832 0.404 0.084 -0.782
H 0.5947 -1.7839 3.3819 -0.296 -0.832 0.579
H 1.7667 -0.9113 2.8510 -0.963 -0.119 0.084
O 0.7756 -1.0434 2.8192 1.547 0.557 -0.276
```
Forces are in eV/Å.

Its expectation value of S² is 0.75. Its spin multiplicity is 2. The net charge is 0. The value obtained for the LUMO energy (alpha / beta) is 0.0272 / 0.0217 Ha. The frontier orbital gap (alpha / beta) comes out at 0.1430 / 0.4467 Eh.

***

No. 5
The following is a quantum chemistry calculation of a molecular structure, C4HLiO4Sc, from OMol25.

Geometry as XYZ:
```
11
Properties=species:S:1:pos:R:3:forces:R:3
O 0.5972 -2.0167 -2.2925 0.178 0.382 0.400
C 0.2591 -2.6837 -3.1413 -0.083 -0.245 -0.322
C 0.4428 1.7151 -0.0964 -0.404 -0.732 2.936
C 1.4215 1.6627 0.6580 1.354 0.174 -1.951
H 2.4755 1.7361 0.8789 -0.237 0.081 0.183
Li 1.0591 -0.5370 -0.8549 -0.204 0.103 -0.095
O -1.2333 0.4949 1.9855 -3.660 -1.145 0.186
C -1.2274 0.4419 0.7349 5.932 1.853 2.523
O -0.8053 -0.6284 0.2176 -1.957 -2.898 -1.611
O -0.8750 1.6094 0.1220 -2.178 0.528 -1.908
Sc -2.1140 -1.7942 1.7882 1.260 1.900 -0.342
```
Forces are in eV/Å.

Its expectation value of S² is 0.75. Its spin multiplicity is 2. The net charge is +2. The value obtained for the LUMO energy (alpha / beta) is -0.3619 / -0.3645 Ha. The frontier orbital gap (alpha / beta) comes out at 0.2858 / 0.2835 Eh.